{
  "formula": "C2H3ClO2",
  "method": "wB97M-V/def2-TZVPD",
  "e_homo_ev": -9.788,
  "total_charge": 0,
  "gap_ev": 8.31,
  "relative_energy_kcal_mol": 118.8,
  "lumo_energy_ev": -1.48,
  "elements": ["H", "C", "O", "O", "H", "H", "C", "Cl"],
  "coordinates": [[-0.836, 0.026, -1.002], [0.190, 0.754, 2.067], [0.367, 1.194, -1.042], [1.293, 0.673, 1.927], [-0.240, 1.067, -1.735], [-0.505, -0.686, 0.799], [-0.411, -0.737, -0.283], [0.144, -2.292, -0.730]],
  "forces_ev_per_a": [[-0.70, -2.40, 1.50], [-0.91, 0.47, 0.54], [1.42, -1.50, 2.62], [1.24, 0.02, 0.00], [-0.87, 0.42, -2.12], [0.07, 0.50, -0.63], [-0.37, 1.29, -1.72], [0.11, 1.20, -0.18]],
  "mulliken_charge": [0.33, 0.04, -0.64, -0.08, 0.27, 0.24, -0.09, -0.06]
}

***

{
  "formula": "C6H16N2",
  "method": "wB97M-V/def2-TZVPD",
  "e_homo_ev": [-14.108, -13.486],
  "total_charge": 1,
  "spin_multiplicity": 2,
  "gap_ev": [8.16, 5.57],
  "relative_energy_kcal_mol": 99.5,
  "lumo_energy_ev": [-5.94, -7.91],
  "elements": ["H", "H", "C", "H", "H", "H", "H", "H", "C", "H", "C", "H", "N", "H", "H", "H", "H", "H", "H", "H", "C", "N", "C", "C"],
  "coordinates": [[1.975, -1.607, 0.153], [0.464, 2.163, 0.152], [0.110, -0.194, 1.177], [-1.398, 0.013, -0.338], [1.808, 1.809, 1.334], [3.835, -1.245, -1.229], [-4.346, -0.446, 0.205], [3.680, 0.577, -1.120], [1.418, 1.624, 0.305], [-5.352, -1.261, -1.062], [2.279, -0.621, 0.145], [-4.122, -0.033, -1.502], [-1.516, 1.154, -0.185], [-1.871, 0.517, 1.884], [2.908, -0.463, 1.038], [2.474, -0.476, -2.012], [2.122, 1.871, -0.494], [0.578, -0.009, 2.161], [-3.636, -1.581, -0.897], [-0.057, -1.294, 1.107], [-4.367, -0.836, -0.821], [1.084, 0.223, 0.155], [3.100, -0.418, -1.134], [-1.171, 0.535, 0.980]],
  "forces_ev_per_a": [[-0.78, -2.20, 0.14], [1.08, 0.36, 0.08], [1.66, 0.27, -0.86], [-0.66, 1.00, -1.82], [0.12, 0.14, -0.67], [-0.30, 0.60, 0.20], [-0.29, -0.08, -0.21], [-0.86, -1.60, -0.15], [-0.84, 0.38, -0.01], [0.40, 0.26, 0.18], [0.86, 1.53, -0.59], [-0.10, 0.20, -0.23], [1.13, -3.25, 2.75], [0.41, 0.20, -1.23], [-0.18, 0.18, -0.07], [-0.26, 0.17, -0.20], [-0.15, 0.36, 0.45], [-0.65, -0.07, 0.25], [1.09, -1.34, -0.23], [-0.31, 0.53, 0.17], [-1.04, 0.98, 0.51], [-0.80, -0.67, 0.49], [1.43, 0.88, 0.47], [-0.96, 1.16, 0.60]],
  "mulliken_charge": [0.48, 0.30, -0.83, 0.39, 0.40, 0.40, 0.21, 0.33, -0.93, 0.29, -0.54, 0.29, -0.28, 0.38, 0.30, 0.32, 0.31, 0.49, 0.28, 0.38, -1.06, 0.09, -1.21, 0.19]
}

***

{
  "formula": "CH4N2S",
  "method": "wB97M-V/def2-TZVPD",
  "e_homo_ev": -9.231,
  "total_charge": 0,
  "gap_ev": 9.74,
  "relative_energy_kcal_mol": 31.5,
  "lumo_energy_ev": 0.51,
  "elements": ["N", "H", "S", "H", "N", "H", "C", "H"],
  "coordinates": [[-0.037, 0.827, 0.160], [-1.948, 1.238, -0.377], [1.378, -0.271, -0.121], [1.923, -0.052, 1.094], [-1.830, -0.756, 0.031], [0.216, 1.803, 0.037], [-1.331, 0.394, -0.093], [-1.186, -1.506, 0.404]],
  "forces_ev_per_a": [[2.15, -0.99, -0.23], [-0.37, 0.04, -0.13], [-1.61, 1.42, 0.67], [-0.09, -0.23, -0.16], [0.33, -1.02, 0.43], [-0.41, -0.45, -0.30], [0.51, -0.05, 0.43], [-0.52, 1.28, -0.72]],
  "mulliken_charge": [-0.35, 0.29, -0.16, 0.16, -0.58, 0.29, 0.11, 0.24]
}

***

{
  "formula": "C39H38AsN5ORuS2Si",
  "method": "wB97M-V/def2-TZVPD",
  "e_homo_ev": [-10.023, -9.895],
  "total_charge": 1,
  "spin_multiplicity": 2,
  "gap_ev": [6.93, 6.59],
  "relative_energy_kcal_mol": 19.0,
  "lumo_energy_ev": [-3.09, -3.30],
  "elements": ["H", "C", "H", "H", "C", "C", "C", "C", "As", "Ru", "H", "H", "C", "N", "H", "C", "C", "H", "H", "C", "N", "C", "H", "N", "H", "H", "C", "C", "C", "H", "H", "C", "C", "H", "C", "C", "C", "C", "H", "C", "C", "S", "H", "H", "C", "C", "H", "N", "S", "C", "H", "H", "H", "H", "H", "H", "C", "H", "N", "C", "Si", "C", "C", "C", "H", "H", "O", "H", "C", "H", "H", "H", "C", "C", "H", "H", "H", "C", "C", "H", "H", "C", "C", "C", "C", "H", "C", "H"],
  "coordinates": [[7.123, -3.604, -0.693], [2.907, -1.856, -0.035], [-7.621, -1.307, -1.301], [0.136, -4.135, 4.035], [-3.710, -1.670, -2.006], [-0.179, 2.317, -0.494], [4.302, -2.074, 0.393], [5.156, -2.802, -0.432], [0.089, 1.528, 1.232], [-0.009, -1.779, -0.111], [-4.623, 2.345, 2.972], [0.075, 1.277, 4.064], [1.640, 2.397, 1.925], [0.941, -3.672, 3.654], [2.851, 5.452, 2.704], [2.746, 1.619, 2.235], [0.888, -3.151, 2.409], [-0.534, -3.783, -2.680], [-5.857, -0.427, -4.177], [6.942, -2.512, 1.145], [1.294, -1.242, -1.705], [4.776, -1.576, 1.602], [-4.920, 0.142, 0.590], [2.024, -2.711, 1.915], [-2.976, 2.204, 1.179], [4.828, 4.081, 3.251], [6.470, -3.026, -0.054], [-2.550, -3.352, -3.346], [1.668, 3.777, 2.091], [1.583, 2.491, -3.377], [-4.687, 0.802, -3.698], [-5.148, 0.605, -0.370], [2.819, 4.380, 2.571], [3.954, 0.132, -4.119], [3.897, 2.230, 2.711], [3.206, -0.261, -3.445], [3.582, -0.754, -2.205], [-5.576, 0.259, -3.378], [-3.956, 1.931, 5.316], [0.940, -0.766, -2.896], [-1.371, 3.587, -2.151], [-2.140, -0.748, 0.210], [4.107, -1.040, 2.261], [-4.532, -2.648, -3.724], [3.932, 3.605, 2.879], [-3.671, -2.559, -3.072], [1.533, 0.086, -4.763], [1.863, -2.174, 0.668], [-0.664, -3.165, 1.615], [-1.288, 3.066, -0.868], [-0.410, 3.785, -4.055], [-6.389, 0.979, -3.270], [-6.495, -2.409, -0.511], [-2.085, 3.274, -0.171], [-0.121, -0.757, -3.107], [2.686, 0.547, 2.097], [1.868, -0.282, -3.805], [-6.801, -2.547, -2.242], [-1.468, -2.361, -1.508], [-0.346, 3.370, -3.058], [-5.284, -0.639, -1.759], [-2.548, -1.633, -1.226], [-3.592, 2.122, 3.213], [6.092, -1.787, 1.971], [4.767, 1.632, 2.950], [-6.112, 1.111, -0.282], [0.473, -0.099, 1.180], [7.967, -2.683, 1.441], [-1.326, 1.772, 2.500], [1.739, 1.548, -1.110], [4.616, -0.750, -1.893], [4.788, -3.216, -1.363], [0.770, 2.639, -2.680], [2.606, -1.265, -1.360], [-4.387, 1.357, -0.579], [-2.235, 4.172, -2.436], [6.455, -1.398, 2.912], [-3.217, 1.885, 4.527], [-0.954, 1.520, 3.819], [-1.606, 1.388, 5.853], [1.840, -3.828, 4.075], [-1.900, 1.580, 4.830], [-6.676, -1.838, -1.422], [-1.445, -3.217, -2.537], [-2.651, 2.063, 2.198], [-2.541, -4.053, -4.167], [0.856, 2.111, -1.402], [0.803, 4.384, 1.847]],
  "forces_ev_per_a": [[0.02, -0.02, -0.02], [-0.35, 0.16, 0.08], [-0.05, 0.03, 0.01], [-0.01, 0.02, -0.01], [-0.05, -0.05, 0.02], [-0.04, -0.10, -0.10], [0.03, 0.06, 0.04], [0.05, -0.07, 0.00], [-0.21, -0.02, 0.06], [-1.59, 0.62, 1.37], [-0.02, 0.01, 0.00], [-0.03, 0.02, -0.02], [0.03, -0.04, 0.06], [-0.07, 0.06, -0.26], [0.00, 0.03, 0.01], [-0.01, -0.02, -0.02], [0.30, -0.30, 0.28], [-0.02, 0.02, 0.00], [0.02, -0.04, -0.04], [-0.01, 0.01, 0.00], [0.01, 0.63, 0.15], [-0.02, 0.02, 0.05], [0.01, -0.03, 0.03], [-0.17, 0.24, -0.36], [0.00, -0.04, -0.01], [0.03, 0.01, 0.01], [0.00, 0.02, 0.04], [0.02, 0.09, 0.09], [-0.01, 0.04, 0.00], [0.01, 0.01, -0.01], [0.04, 0.03, 0.00], [0.02, -0.07, -0.05], [-0.01, -0.02, -0.01], [0.00, 0.02, -0.03], [0.03, -0.06, 0.00], [-0.07, -0.04, 0.02], [-0.12, -0.01, -0.04], [0.00, -0.04, 0.09], [-0.02, 0.00, 0.01], [0.14, 0.09, -0.13], [0.00, 0.00, 0.02], [0.03, 0.11, -0.63], [0.01, -0.03, -0.02], [-0.04, -0.01, -0.02], [-0.02, 0.05, 0.00], [0.12, -0.08, -0.06], [0.00, 0.02, -0.04], [0.74, -0.94, -0.46], [-0.03, 0.12, 0.08], [-0.05, 0.07, 0.03], [0.00, 0.01, -0.03], [-0.05, 0.03, 0.01], [0.01, -0.02, 0.05], [0.01, -0.01, 0.02], [0.03, 0.03, -0.02], [0.00, 0.00, 0.01], [-0.02, -0.14, 0.02], [0.01, -0.04, -0.03], [1.12, -0.79, -0.20], [0.01, 0.01, 0.01], [-0.06, -0.01, -0.03], [-0.31, 0.28, 0.13], [0.01, 0.00, 0.03], [0.05, -0.04, -0.02], [0.02, -0.01, 0.00], [-0.03, 0.04, 0.01], [0.64, 0.12, -0.29], [0.03, 0.00, 0.01], [0.05, 0.02, 0.07], [-0.04, 0.02, 0.00], [-0.01, 0.00, 0.01], [-0.01, 0.01, 0.00], [0.03, 0.07, 0.00], [-0.13, -0.23, 0.18], [0.05, 0.03, -0.02], [-0.02, 0.01, 0.00], [0.02, 0.02, 0.03], [-0.04, 0.01, -0.02], [0.06, 0.07, 0.03], [0.00, -0.01, 0.01], [0.04, 0.01, 0.00], [0.05, -0.01, 0.00], [0.06, 0.05, -0.01], [-0.18, -0.02, -0.10], [-0.04, -0.05, -0.06], [-0.01, 0.00, -0.02], [0.05, -0.01, 0.04], [0.00, -0.01, 0.00]],
  "mulliken_charge": [0.41, -0.19, 0.35, 0.20, 0.47, 0.86, -0.37, -0.33, 0.35, 0.12, 0.46, 0.39, 0.19, -0.43, 0.42, -0.03, 0.70, 0.55, 0.33, -0.51, 0.50, 0.15, 0.31, -1.47, -0.32, 0.41, -0.86, -1.11, -0.44, 0.57, 0.34, -0.83, -0.78, 0.47, -0.35, -0.76, -0.38, -1.11, 0.40, -0.18, -0.89, -0.17, 0.57, 0.34, -0.56, -0.29, 0.47, 0.96, -0.45, -0.38, 0.43, 0.38, 0.34, 0.52, 0.48, -0.19, -1.13, 0.35, 0.17, -0.68, 0.08, 0.37, -0.90, -0.92, 0.49, 0.51, 1.20, 0.42, 0.80, 0.37, 0.62, 0.55, -0.81, 0.96, 0.03, 0.47, 0.43, -0.54, -0.66, 0.42, 0.23, -0.83, -1.10, -0.59, 0.47, 0.42, -0.61, 0.40]
}